Entry 1:
ORCA calculation (the ωB97M-V functional and the def2-TZVPD basis) on C4H7NO in the gas phase.

E_LUMO = 0.03535 Ha
HOMO level = -0.291 hartree
electronic energy = -286.5206 a.u.
energy relative to the best compared isomer or geometry (same formula, charge and spin) = 291.61 kJ/mol

Geometry as ORCA input:
```
! RIJCOSX wB97M-V def2-TZVPD def2/J DEFGRID3
* xyz 0 1
C -1.5331 -0.4598 0.8149
C -0.1898 -0.0571 0.3110
C 0.2149 -0.0907 -1.1440
N 1.4174 0.7992 -1.1670
C 0.8292 0.4647 0.9772
O 1.8616 0.9068 0.2059
H -1.5740 -0.3787 1.9058
H -2.2882 0.2204 0.3976
H -1.8060 -1.4820 0.5236
H 0.4523 -1.1290 -1.4439
H -0.5714 0.2866 -1.8209
H 2.2060 0.3201 -1.6041
H 0.9811 0.5995 2.0438
*
```



Entry 2:
ORCA calculation (the ωB97M-V functional and the def2-TZVPD basis) on C4H7NO in the gas phase.

E_LUMO (alpha / beta) = 0.01913 / 0.01912 Ha
HOMO level (alpha / beta) = -0.276 / -0.276 hartree
electronic energy = -286.3746 a.u.
energy relative to the best compared isomer or geometry (same formula, charge and spin) = 674.92 kJ/mol

Geometry as ORCA input:
```
! RIJCOSX wB97M-V def2-TZVPD def2/J DEFGRID3
* xyz 0 1
N -0.5551 -0.6199 2.0813
C -0.4058 -0.0685 0.9675
C 0.0847 1.2882 0.5603
C 0.1069 0.8818 -0.9143
C 0.5863 -1.2790 -1.1214
O -0.6904 -0.5700 -0.2934
H -0.9115 -1.5708 1.9706
H -0.6422 2.0761 0.7790
H 1.0537 1.5599 0.9828
H 1.0651 0.9316 -1.4066
H -0.7105 1.2137 -1.5487
H 1.0414 -1.8851 -0.3236
H -0.0227 -1.9579 -1.7334
*
```



Entry 3:
ORCA calculation (the ωB97M-V functional and the def2-TZVPD basis) on C4H7NO in the gas phase.

E_LUMO = 0.03882 Ha
HOMO level = -0.348 hartree
electronic energy = -286.5927 a.u.
energy relative to the best compared isomer or geometry (same formula, charge and spin) = 102.35 kJ/mol

Geometry as ORCA input:
```
! RIJCOSX wB97M-V def2-TZVPD def2/J DEFGRID3
* xyz 0 1
C -1.9673 0.3165 -0.7265
C -0.6416 0.2726 -0.0267
N -0.3956 -0.2780 1.0884
C 1.0641 -0.3666 1.1838
C 1.5348 -0.0367 -0.2394
O 0.4292 0.7130 -0.7721
H -2.6974 1.0072 -0.2935
H -2.4271 -0.6829 -0.6852
H -1.7657 0.5721 -1.7669
H 1.4679 0.3161 1.9428
H 1.3081 -1.3924 1.4661
H 1.6129 -0.9514 -0.8457
H 2.4778 0.5106 -0.3251
*
```



Entry 4:
ORCA calculation (the ωB97M-V functional and the def2-TZVPD basis) on C4H7NO in the gas phase.

E_LUMO = 0.03684 Ha
HOMO level = -0.352 hartree
electronic energy = -286.5957 a.u.
energy relative to the best compared isomer or geometry (same formula, charge and spin) = 94.39 kJ/mol

Geometry as ORCA input:
```
! RIJCOSX wB97M-V def2-TZVPD def2/J DEFGRID3
* xyz 0 1
C -0.6118 0.5132 1.3644
C 0.2432 0.6076 0.1103
C 1.0395 -0.6735 -0.2225
N 0.2781 -1.3202 -1.2987
C -0.5735 -0.4591 -1.6663
O -0.6376 0.7339 -1.0361
H -1.4402 1.2240 1.2999
H -1.0307 -0.4930 1.4805
H -0.0227 0.7484 2.2564
H 0.8656 1.5062 0.1314
H 2.0512 -0.4601 -0.5865
H 1.1291 -1.3427 0.6397
H -1.2901 -0.5846 -2.4725
*
```



Entry 5:
ORCA calculation (the ωB97M-V functional and the def2-TZVPD basis) on C4H7NO in the gas phase in a non-equilibrium geometry.

E_LUMO (alpha / beta) = 0.01370 / 0.01371 Ha
HOMO level (alpha / beta) = -0.291 / -0.291 hartree
electronic energy = -286.4591 a.u.
energy relative to the best compared isomer or geometry (same formula, charge and spin) = 453.15 kJ/mol

Geometry as ORCA input:
```
! RIJCOSX wB97M-V def2-TZVPD def2/J DEFGRID3
* xyz 0 1
C 1.3336 -0.3544 -0.6136
C 0.1816 -0.2426 0.3533
C 0.9335 0.3793 1.7104
C -1.4997 -0.0270 -1.3308
N -0.4780 0.6533 -0.4763
O 1.9037 0.0637 -1.5495
H -0.2526 -1.2569 0.6979
H 0.2203 0.1323 2.5218
H 1.0240 1.4065 1.3808
H 1.7641 -0.2791 1.8542
H -2.4538 0.1972 -0.9327
H -1.4265 0.4124 -2.3908
H -1.2501 -1.0848 -1.2247
*
```



Entry 6:
ORCA calculation (the ωB97M-V functional and the def2-TZVPD basis) on C4H7NO in the gas phase.

E_LUMO = 0.01824 Ha
HOMO level = -0.285 hartree
electronic energy = -286.4481 a.u.
energy relative to the best compared isomer or geometry (same formula, charge and spin) = 481.97 kJ/mol

Geometry as ORCA input:
```
! RIJCOSX wB97M-V def2-TZVPD def2/J DEFGRID3
* xyz 0 1
O 1.8243 0.6352 0.5110
C 0.9020 0.1926 -0.4587
C 0.2334 -1.2097 -0.3978
C -1.1949 -0.5804 -0.6677
N -1.2363 0.3026 0.6868
C -0.4861 0.7666 -0.4886
H 1.3517 0.7194 1.3475
H 1.3840 0.3510 -1.4281
H 0.3668 -1.7488 0.5512
H 0.5552 -1.8829 -1.1990
H -0.8284 -0.1245 1.5027
H -2.0698 0.8369 0.8948
H -0.8020 1.7421 -0.8541
*
```



Entry 7:
ORCA calculation (the ωB97M-V functional and the def2-TZVPD basis) on C4H7NO in the gas phase.

E_LUMO = 0.03340 Ha
HOMO level = -0.350 hartree
electronic energy = -286.5053 a.u.
energy relative to the best compared isomer or geometry (same formula, charge and spin) = 331.77 kJ/mol

Geometry as ORCA input:
```
! RIJCOSX wB97M-V def2-TZVPD def2/J DEFGRID3
* xyz 0 1
O -1.3081 1.5540 1.7032
N -1.6058 0.3074 1.1592
C -0.7855 0.0123 0.2363
C 0.4586 0.7570 -0.1574
C 0.9394 -0.5552 -0.8435
C -0.3782 -1.2859 -0.4298
H -0.3370 1.6716 1.6198
H 0.3496 1.6622 -0.7642
H 0.9836 1.0809 0.7705
H 1.0820 -0.4928 -1.9266
H 1.8459 -0.9595 -0.3930
H -0.9948 -1.6453 -1.2595
H -0.2499 -2.1068 0.2847
*
```



Entry 8:
ORCA calculation (the ωB97M-V functional and the def2-TZVPD basis) on C4H7NO in the gas phase in a non-equilibrium geometry.

E_LUMO = 0.02878 Ha
HOMO level = -0.393 hartree
electronic energy = -286.5567 a.u.
energy relative to the best compared isomer or geometry (same formula, charge and spin) = 196.82 kJ/mol

Geometry as ORCA input:
```
! RIJCOSX wB97M-V def2-TZVPD def2/J DEFGRID3
* xyz 0 1
C 1.3538 1.2101 0.9117
C 0.3082 0.6635 -0.0430
O 0.2802 -0.7529 -0.0292
C -0.6799 -1.3057 -0.8873
C -2.0489 -0.7959 -0.6958
N -3.0520 -0.2887 -0.9657
H 2.3529 0.8337 0.6760
H 1.3674 2.3028 0.8233
H 1.1270 0.9566 1.9521
H 0.5229 0.9412 -1.0796
H -0.6872 1.0478 0.2214
H -0.5607 -2.3751 -0.6789
H -0.7489 -1.0327 -1.9982
*
```